[1]
Density functional theory data (the ωB97M-V functional and the def2-TZVPD basis) for C11H9ClO2S in the gas phase at a distorted geometry.

Last column: Löwdin charge in e.
Positions of all 24 atoms, in Å:
H1 2.336 0.716 3.981  0.03
O1 -3.636 -1.074 2.935  0.11
H2 2.450 2.083 2.841  0.03
C1 -2.075 -0.360 -1.248  0.00
C2 -0.676 0.145 -3.129  -0.07
C3 -1.070 -1.179 -0.709  -0.21
C4 0.141 -1.313 -1.410  -0.03
C5 -0.274 -0.157 2.192  -0.49
C6 -1.877 0.286 -2.449  -0.07
C7 -1.252 -1.850 0.533  -0.02
H3 0.925 -1.928 -0.993  0.12
H4 -0.548 -2.608 0.852  0.14
H5 -0.528 0.654 -4.071  0.10
S1 1.285 0.241 1.848  0.88
H6 -3.011 -0.262 -0.717  0.12
H7 1.269 -0.755 -3.129  0.11
H8 -2.661 0.905 -2.864  0.11
Cl1 -1.875 0.803 4.190  0.65
C8 -2.589 -1.022 2.367  -0.50
H9 0.912 1.760 3.695  0.02
C9 0.332 -0.651 -2.601  -0.07
O2 -2.398 -1.760 1.229  0.05
C10 -1.429 -0.188 2.786  -0.64
C11 1.800 1.318 3.254  -0.34

* F_max: 0.0689 hartree/bohr
* calculated total energy: -39002.4019 eV
* LUMO level (alpha / beta): -1.401 / -1.402 eV
* HOMO level (alpha / beta): -7.95 / -7.95 eV
* relative energy (zero: lowest compared OMol25 entry of this formula, charge and spin): 62.29 kcal per mole

[2]
Density functional theory data (the ωB97M-V functional and the def2-TZVPD basis) for a molecular structure, C11H9CoF3N2O7P2S2.

Last column: Löwdin charge in e.
Positions of all 37 atoms, in Å:
O1 -0.137 1.564 -1.315  -0.38
H1 1.178 -2.513 3.293  0.11
F1 -0.180 -1.431 -3.851  -0.01
H2 -4.811 -0.235 -1.386  0.10
H3 4.677 -1.025 0.141  0.11
C1 -2.883 2.434 -2.654  -0.06
C2 5.665 -2.152 2.321  -0.19
H4 -3.127 3.766 0.210  0.09
O2 -3.554 3.402 -0.574  -0.04
P1 -0.916 2.727 -0.768  0.33
P2 -3.179 0.780 -0.486  0.49
C3 1.537 -1.562 1.400  -0.68
F2 -1.183 -2.823 -2.520  -0.01
F3 0.979 -2.767 -2.593  -0.03
O3 -3.219 0.910 1.088  -0.10
O4 -4.712 0.544 -0.825  -0.08
O5 -2.342 -0.322 -1.028  -0.32
C4 2.560 -1.142 0.487  -0.66
C5 -0.123 -1.942 -2.566  -0.58
H5 -2.518 3.388 -3.031  0.09
N1 3.886 -3.511 5.153  0.16
C6 1.944 -2.186 2.604  -0.07
O6 -1.037 2.534 0.874  -0.18
H6 -2.390 1.324 1.403  0.06
H7 -0.306 2.952 1.342  0.09
Co1 -0.232 -0.460 -1.094  0.33
C7 -2.701 2.409 -1.140  -0.60
H8 -2.329 1.625 -3.129  0.09
C8 3.612 -3.013 4.153  -0.18
O7 -0.541 4.116 -1.074  -0.28
C9 3.265 -2.383 2.914  -0.19
C10 4.281 -1.957 2.012  -0.19
S1 2.208 -0.392 -0.986  0.85
C11 3.917 -1.353 0.837  -0.06
N2 6.780 -2.307 2.557  0.16
S2 -0.125 -1.339 1.121  0.73
H9 -3.944 2.340 -2.891  0.08

* F_max: 0.0026 hartree/bohr
* calculated total energy: -114902.2279 eV
* total charge: -1
* spin multiplicity: 5
* <S²>: 6.039
* LUMO level (alpha / beta): 2.070 / -0.047 eV
* HOMO level (alpha / beta): -5.42 / -6.04 eV
* relative energy (zero: lowest compared OMol25 entry of this formula, charge and spin): 2.97 kcal per mole

[3]
Density functional theory data (the ωB97M-V functional and the def2-TZVPD basis) for a molecular structure, C11H9F5NOPbS2Te.

Last column: Löwdin charge in e.
Positions of all 31 atoms, in Å:
C1 2.596 3.241 0.823  -0.11
N1 0.884 3.043 -0.817  -0.10
S1 -1.112 -1.659 -1.870  0.58
H1 1.307 -1.548 -0.237  0.04
C2 0.385 4.214 -0.425  -0.14
S2 2.494 0.943 -0.719  0.46
C3 0.757 -4.629 1.053  -0.11
H2 -0.513 4.540 -0.938  0.12
F1 -2.455 0.440 -2.455  -0.63
C4 -1.007 -4.008 -0.462  -0.13
C5 2.089 4.464 1.204  -0.09
F2 -4.209 -0.725 -1.011  -0.38
H3 1.193 -5.340 1.743  0.09
H4 2.316 -3.177 1.307  0.10
H5 2.565 5.021 2.002  0.10
C6 0.954 4.971 0.577  -0.08
Te1 -2.602 0.064 -0.503  1.62
C7 -0.376 -2.790 -0.713  -0.62
F3 -3.480 1.734 -0.816  -0.43
H6 3.458 2.807 1.309  0.09
F4 -2.444 -1.502 0.574  -0.45
Pb1 0.164 0.911 -2.112  1.05
C8 -0.445 -4.919 0.415  -0.10
O1 -0.987 0.895 -0.177  -0.76
C9 1.387 -3.420 0.806  -0.09
H7 -0.950 -5.857 0.610  0.09
C10 0.824 -2.503 -0.074  -0.11
H8 0.517 5.916 0.868  0.09
H9 -1.952 -4.217 -0.947  0.10
C11 1.959 2.529 -0.203  -0.80
F5 -3.318 0.560 1.187  -0.42

* F_max: 0.0144 hartree/bohr
* calculated total energy: -62893.3443 eV
* total charge: -1
* LUMO level: 2.551 eV
* HOMO level: -5.45 eV
* relative energy (zero: lowest compared OMol25 entry of this formula, charge and spin): 2.30 kcal per mole

[4]
Density functional theory data (the ωB97M-V functional and the def2-TZVPD basis) for a molecular structure, C11H9IMnN4O3SSe at a distorted geometry.

Last column: Löwdin charge in e.
Positions of all 31 atoms, in Å:
C1 -0.421 -3.584 5.144  -0.05
I1 0.605 -0.887 -2.627  -0.04
H1 -3.274 -3.650 3.323  0.11
N1 -2.010 -5.404 4.862  0.06
C2 -1.400 -1.065 -0.006  -0.32
O1 -1.590 0.959 3.874  -0.33
O2 -1.950 -2.063 0.100  0.02
H2 -1.685 -5.765 5.744  0.07
C3 1.374 -0.131 1.945  -0.45
C4 -0.012 -2.285 4.870  -0.07
H3 4.798 -1.041 0.594  0.08
H4 -2.549 -1.313 2.864  0.11
H5 2.986 -0.104 -0.898  0.05
C5 3.446 -1.033 2.291  -0.17
O3 0.648 0.550 4.802  -0.35
C6 -0.785 -1.472 4.060  -0.28
C7 -1.604 -4.076 4.604  -0.34
H6 -2.996 -5.557 4.734  0.07
S1 -0.347 0.232 3.802  0.56
N2 2.256 -0.738 2.781  0.12
H7 0.179 -4.224 5.784  0.10
H8 4.139 -1.499 2.990  0.09
N3 1.634 0.048 0.612  0.01
C8 -1.958 -1.964 3.497  -0.06
H9 0.902 -1.880 5.285  0.10
C9 -2.362 -3.260 3.765  -0.04
Se1 -1.014 2.346 -0.950  -0.29
N4 0.145 0.279 2.291  -0.09
Mn1 -0.203 0.324 -0.384  -0.42
C10 3.819 -0.793 0.978  -0.09
C11 2.829 -0.268 0.163  -0.18

* F_max: 0.0372 hartree/bohr
* calculated total energy: -139259.6199 eV
* total charge: -2
* spin multiplicity: 2
* <S²>: 1.083
* LUMO level (alpha / beta): 4.517 / 4.517 eV
* HOMO level (alpha / beta): -0.35 / 0.00 eV

[5]
Density functional theory data (the ωB97M-V functional and the def2-TZVPD basis) for a molecular structure, C12BCl5F9GaSe at a distorted geometry.

Last column: Löwdin charge in e.
Positions of all 29 atoms, in Å:
Cl1 -1.713 -11.334 -5.426  0.77
Ga1 -1.880 -11.991 -8.739  0.48
F1 3.795 -16.022 -7.764  0.15
F2 0.095 -13.086 -7.432  0.02
C1 -1.736 -10.177 -7.949  -0.23
C2 2.755 -15.390 -8.268  -0.15
Cl2 -1.107 -6.067 -6.147  0.68
Cl3 -1.327 -6.394 -9.267  0.66
C3 0.519 -14.155 -9.483  -0.43
F3 -3.908 -12.529 -9.565  0.05
C4 -1.489 -8.758 -5.987  -0.73
F4 -4.726 -14.384 -8.270  0.26
C5 -1.722 -9.056 -8.791  -0.67
Se1 -0.819 -13.159 -10.450  0.93
C6 2.447 -15.633 -9.612  -0.09
F5 -5.133 -12.198 -7.643  0.18
C7 -1.600 -10.048 -6.558  -0.67
B1 -4.338 -13.123 -8.281  -1.07
F6 3.256 -16.517 -10.285  0.10
F7 2.242 -14.259 -6.231  0.12
Cl4 -1.982 -9.216 -10.522  0.70
C8 0.890 -13.900 -8.174  -0.21
C9 1.284 -15.123 -10.188  -0.23
C10 -1.429 -7.637 -6.839  -0.66
Cl5 -1.424 -8.471 -4.331  0.73
C11 -1.510 -7.809 -8.237  -0.66
F8 -2.940 -13.141 -7.537  -0.01
F9 1.031 -15.431 -11.470  0.09
C12 2.005 -14.500 -7.540  -0.11

* F_max: 0.0343 hartree/bohr
* calculated total energy: -217918.0643 eV
* LUMO level: -0.624 eV
* HOMO level: -9.51 eV
* relative energy (zero: lowest compared OMol25 entry of this formula, charge and spin): 0.00 kcal per mole

[6]
Density functional theory data (the ωB97M-V functional and the def2-TZVPD basis) for a molecular structure, C12Cl10OPd at a distorted geometry.

Last column: Löwdin charge in e.
Positions of all 24 atoms, in Å:
Cl1 -2.664 0.824 0.000  0.87
C1 -1.575 -1.645 0.000  -0.35
C2 4.179 2.956 0.000  -0.68
C3 -4.098 -2.936 0.000  -0.58
Pd1 -0.266 1.194 0.000  0.62
C4 4.121 1.551 0.000  -0.69
Cl2 5.549 0.633 0.000  0.77
O1 -0.479 -1.118 0.000  0.03
C5 2.877 0.903 0.000  -0.70
C6 -4.034 -1.483 0.000  -0.67
C7 1.800 3.021 0.000  -0.68
Cl3 -5.458 -0.572 0.000  0.86
Cl4 -5.588 -3.673 0.000  0.98
Cl5 -3.047 -5.427 0.000  0.84
Cl6 0.232 3.787 0.000  0.79
Cl7 3.014 5.411 0.000  0.79
C8 -2.819 -0.882 0.000  -0.53
C9 1.720 1.654 0.000  -0.25
Cl8 2.748 -0.799 0.000  0.74
C10 2.996 3.715 0.000  -0.70
Cl9 -0.271 -4.002 0.000  0.97
Cl10 5.679 3.748 0.000  0.78
C11 -1.690 -3.125 0.000  -0.54
C12 -2.926 -3.734 0.000  -0.69

* F_max: 0.0510 hartree/bohr
* calculated total energy: -143174.7163 eV
* total charge: +2
* LUMO level (alpha / beta): -11.378 / -11.378 eV
* HOMO level (alpha / beta): -14.39 / -14.39 eV

[7]
Density functional theory data (the ωB97M-V functional and the def2-TZVPD basis) for a molecular structure, C12H10AlF5IO3 at a distorted geometry.

Last column: Löwdin charge in e.
Positions of all 32 atoms, in Å:
O1 3.715 -0.594 -0.100  -0.33
H1 3.400 -3.097 0.870  -0.10
H2 -4.699 0.039 -2.163  0.08
H3 3.196 -0.118 -1.984  0.14
Al1 2.692 -1.687 1.032  0.20
C1 0.162 0.906 -0.886  -0.29
I1 4.323 1.882 2.183  0.79
C2 -3.090 -1.042 1.004  -0.07
C3 -3.888 -0.121 -1.381  -0.06
F1 -4.655 -1.962 2.644  0.05
O2 1.171 -1.356 -0.036  -0.28
H4 -2.325 1.005 -2.669  0.10
C4 -1.695 -0.458 0.692  0.07
F2 -2.529 -2.966 2.531  0.07
H5 1.164 -0.686 -1.930  0.16
H6 2.448 2.323 -1.658  0.12
O3 2.813 3.733 0.433  -0.11
C5 -4.203 -0.859 -0.051  -0.02
C6 3.266 1.814 -1.022  -0.11
H7 2.435 -1.096 2.483  -0.11
F3 -2.777 -0.842 3.414  0.05
C7 -1.310 0.289 -0.620  -0.02
H8 -0.845 -0.577 1.459  0.13
F4 0.323 1.946 0.083  0.03
C8 3.346 2.584 0.377  -0.74
F5 0.075 1.490 -2.216  -0.02
H9 -5.253 -1.250 0.145  0.09
C9 -3.269 -1.757 2.423  -0.38
C10 1.321 -0.194 -0.891  -0.24
C11 2.876 0.259 -0.933  -0.33
H10 4.266 1.942 -1.560  0.13
C12 -2.456 0.450 -1.676  0.01

* F_max: 0.1080 hartree/bohr
* calculated total energy: -47032.1086 eV
* total charge: -1
* LUMO level: 2.379 eV
* HOMO level: -5.51 eV
* relative energy (zero: lowest compared OMol25 entry of this formula, charge and spin): 146.42 kcal per mole

[8]
Density functional theory data (the ωB97M-V functional and the def2-TZVPD basis) for a molecular structure, C12H10AsCl3CuF22O5Pt at a distorted geometry.

Last column: Löwdin charge in e.
Positions of all 55 atoms, in Å:
C1 0.534 -1.760 -15.065  -0.28
F1 6.153 5.862 -12.761  -0.26
F2 3.997 6.274 -14.002  -0.27
F3 -0.704 -1.205 -14.820  0.10
H1 -1.785 4.909 -22.481  0.14
As1 5.614 5.723 -14.436  0.86
H2 -3.928 2.500 -24.334  0.17
F4 3.526 -5.284 -16.394  0.14
Cu1 4.171 0.583 -15.135  0.90
O1 2.045 -3.544 -14.681  -0.01
C2 3.790 -5.150 -15.078  -0.46
F5 1.515 -0.905 -14.792  0.09
H3 0.614 -2.004 -16.125  0.17
F6 -0.072 4.651 -20.738  0.16
H4 -3.424 5.307 -22.030  0.15
F7 7.222 5.028 -14.932  -0.31
F8 5.044 4.072 -14.172  -0.32
F9 -1.093 6.406 -20.159  0.19
C3 0.769 -3.076 -14.282  -0.54
H5 2.455 -5.003 -13.294  0.15
F10 -0.145 -3.952 -14.628  0.19
C4 2.463 -4.875 -14.377  -0.04
Cl1 -0.666 -4.050 -23.749  0.50
C5 4.854 -4.085 -14.784  -0.29
F11 6.174 7.409 -14.745  -0.28
H6 1.906 0.326 -19.613  0.15
O2 3.894 1.784 -18.153  0.18
F12 5.200 -4.030 -13.476  0.12
F13 4.285 -6.343 -14.693  0.14
F14 -2.026 2.296 -22.483  0.10
F15 -4.554 4.228 -24.117  0.14
F16 -4.020 2.748 -21.689  0.11
H7 -1.728 5.119 -18.013  0.18
O3 2.337 0.261 -18.757  0.25
F17 4.511 -2.827 -15.160  0.06
C6 -2.624 4.586 -21.865  -0.02
F18 0.330 5.262 -18.120  0.11
C7 -3.517 3.441 -23.969  -0.40
O4 -2.274 4.447 -20.430  0.02
O5 3.218 1.940 -20.032  0.22
F19 -0.800 3.458 -18.344  0.12
Cl2 0.596 -1.729 -22.433  0.50
C8 3.118 1.287 -18.990  -0.74
C9 -1.059 5.095 -19.988  -0.57
F20 5.120 5.533 -16.170  -0.35
H8 5.714 -4.287 -15.423  0.17
C10 0.250 -2.486 -23.963  -1.51
C11 -3.033 3.234 -22.506  -0.40
F21 -2.558 3.700 -24.811  0.14
C12 -0.851 4.767 -18.557  -0.32
H9 1.684 -5.539 -14.750  0.15
Pt1 4.739 4.413 -19.341  0.93
H10 -0.363 -1.787 -24.532  0.01
Cl3 1.752 -2.617 -24.940  0.51
F22 0.702 -2.834 -12.963  0.17

* F_max: 0.0930 hartree/bohr
* calculated total energy: -228906.3213 eV
* total charge: +1
* spin multiplicity: 3
* <S²>: 2.033
* LUMO level (alpha / beta): -7.216 / -8.296 eV
* HOMO level (alpha / beta): -13.39 / -13.39 eV